(1)
This record from OMol25 describes a single C3H3Cl2F molecule. The level of theory is the ωB97M-V functional and the def2-TZVPD basis.

Positions of all 9 atoms, in Å:
C -0.75707 0.32636 0.79772
C 0.39340 -0.10375 -0.05160
C 0.42953 -0.31152 -1.32583
H -1.47281 0.92608 -0.01339
H 1.27945 -1.17720 -1.65261
H -0.36352 -0.23138 -1.98617
F -1.40942 -0.60448 1.58030
Cl -0.00075 1.64966 1.76543
Cl 1.90121 -0.47376 0.88617

Values from the calculation:
structure (SMILES): C=C(Cl)[C@@H](F)Cl
relative energy (zero: lowest compared OMol25 entry of this formula, charge and spin): 34.6 kcal per mole
E_HOMO: -10.38 eV
2S+1: 1
frontier orbital gap: 10.903 eV

***

(2)
This record from OMol25 describes a single C3H3Cl2F molecule. The level of theory is the ωB97M-V functional and the def2-TZVPD basis.

Positions of all 9 atoms, in Å:
C 0.88582 -0.65747 0.28434
C -0.21442 -0.08055 -0.53000
C -1.20096 0.69462 -0.10302
H 1.04305 -1.70103 0.14587
H 0.83278 -0.52022 1.31241
H -0.23396 -0.25548 -1.61519
F -2.18356 1.13800 -0.84082
Cl 2.46650 0.14347 -0.19562
Cl -1.39525 1.23868 1.54205

Values from the calculation:
structure (SMILES): F/C(Cl)=C/CCl
relative energy (zero: lowest compared OMol25 entry of this formula, charge and spin): 1.1 kcal per mole
E_HOMO: -9.94 eV
2S+1: 1
frontier orbital gap: 10.688 eV

***

(3)
This record from OMol25 describes 2 unconnected molecules or ions with the total composition C3H3Cl2NO2. The level of theory is the ωB97M-V functional and the def2-TZVPD basis.

Positions of all 11 atoms, in Å:
C -0.45326 0.83286 1.24973
C 2.55774 0.09479 -2.41825
C 2.25651 -0.76200 -1.52209
N -1.66955 0.32847 1.09603
O -1.78639 -0.69620 -0.00331
O -2.60039 0.34090 1.89827
Cl 0.71727 1.03455 0.05358
Cl 1.70191 -2.32066 -0.95785
H -0.21776 1.33810 2.20974
H -2.73310 -0.90437 -0.01476
H 2.22702 0.71357 -1.59110

Values from the calculation:
structure (SMILES): [O-]/[N+](O)=C/Cl.C#CCl
relative energy (zero: lowest compared OMol25 entry of this formula, charge and spin): 189.1 kcal per mole
E_HOMO: -9.48 eV
2S+1: 1
frontier orbital gap: 8.948 eV

***

(4)
This record from OMol25 describes a single C3H3Cl2NS molecule. The level of theory is the ωB97M-V functional and the def2-TZVPD basis.

Positions of all 10 atoms, in Å:
C 1.72916 0.23215 0.05317
C 0.61913 -0.61882 0.00772
C -1.61227 0.59803 -0.08927
H 0.78049 -1.79152 0.10286
H -1.11358 -1.31336 0.30461
H -1.18089 1.59658 0.00821
N -0.79837 -0.40808 0.31143
S -3.15595 0.15341 -0.32355
Cl 1.35042 1.94720 -0.07546
Cl 3.38185 -0.39559 -0.29973

Values from the calculation:
structure (SMILES): S=CNC=C(Cl)Cl
relative energy (zero: lowest compared OMol25 entry of this formula, charge and spin): 30.0 kcal per mole
E_HOMO: -8.79 eV
2S+1: 1
frontier orbital gap: 8.442 eV

***

(5)
This record from OMol25 describes 2 unconnected molecules or ions with the total composition C3H3Cl2O2. The level of theory is the ωB97M-V functional and the def2-TZVPD basis.

Positions of all 10 atoms, in Å:
C 1.50532 -1.38660 -0.51824
C -1.26205 0.21722 0.45951
C 0.19720 0.59748 0.08757
O 0.70003 -1.81767 -1.21738
O 2.50557 -1.16674 0.04694
Cl 0.19247 1.31889 -1.57810
Cl 0.77860 1.99934 1.07717
H -1.83228 1.03602 0.86020
H -1.73521 -0.15728 -0.44869
H -1.04966 -0.64065 1.23101

Values from the calculation:
relative energy (zero: lowest compared OMol25 entry of this formula, charge and spin): 22.9 kcal per mole
E_HOMO: -2.73 eV
2S+1: 1
charge: -1
frontier orbital gap: 6.563 eV

***

(6)
This record from OMol25 describes a single C3H3Cl3 molecule. The level of theory is the ωB97M-V functional and the def2-TZVPD basis.

Positions of all 9 atoms, in Å:
C 0.04170 0.61338 -1.01314
C -0.50185 0.01231 0.21843
C 0.05377 -0.61231 1.15095
H -0.68893 1.24458 -1.67766
H 0.79497 1.30147 -0.68618
H -1.58038 0.30327 0.46652
Cl 0.87468 -0.51582 -2.07948
Cl 1.74792 -1.01758 1.12799
Cl -0.74187 -1.32929 2.49257

Values from the calculation:
structure (SMILES): ClCC=C(Cl)Cl
relative energy (zero: lowest compared OMol25 entry of this formula, charge and spin): 10.7 kcal per mole
E_HOMO: -10.00 eV
2S+1: 1
frontier orbital gap: 10.714 eV

***

(7)
This record from OMol25 describes 2 unconnected molecules or ions with the total composition C3H3Cl3S2. The level of theory is the ωB97M-V functional and the def2-TZVPD basis.

Positions of all 11 atoms, in Å:
C -1.33153 0.90111 0.06356
C 0.40251 -0.87990 -0.76339
C 1.50635 -0.28339 -0.10303
S -1.35460 2.40711 -0.36857
S -2.26185 -0.03702 1.17048
Cl 2.87850 -1.49026 -0.11542
Cl 2.05506 1.22828 -0.70547
Cl 1.20998 -0.08966 1.76823
H 0.00746 -1.80537 -0.17850
H 0.35861 -0.66594 -1.77082
H -3.47049 0.71502 1.00292

Values from the calculation:
relative energy (zero: lowest compared OMol25 entry of this formula, charge and spin): 81.6 kcal per mole
E_HOMO (spin up / spin down): -8.81 / -8.28 eV
2S+1: 1
frontier orbital gap (spin up / spin down): 7.720 / 7.337 eV

***

(8)
This record from OMol25 describes 3 unconnected molecules or ions with the total composition C3H3Cl9. The level of theory is the ωB97M-V functional and the def2-TZVPD basis.

Positions of all 15 atoms, in Å:
C -1.89368 -2.93503 -1.69835
Cl -0.36712 -3.80811 -2.04697
Cl -1.58262 -1.62717 -0.50775
Cl -3.11924 -4.00599 -1.09467
H -2.24295 -2.49251 -2.63124
C 3.19898 0.93141 1.01163
Cl 3.74447 0.49223 2.63500
Cl 2.09586 -0.24694 0.37391
Cl 4.51295 1.19994 -0.06516
H 2.69892 1.88213 1.19649
C -1.41496 2.03371 0.59673
Cl 0.34243 2.45813 0.55131
Cl -2.24294 2.36621 -0.93978
Cl -2.20242 2.79996 1.94869
H -1.52772 0.95205 0.67015

Values from the calculation:
structure (SMILES): ClC(Cl)Cl.ClC(Cl)Cl.ClC(Cl)Cl
relative energy (zero: lowest compared OMol25 entry of this formula, charge and spin): 9.2 kcal per mole
E_HOMO: -11.07 eV
2S+1: 1
frontier orbital gap: 11.404 eV

***

(9)
This record from OMol25 describes a single C3H3ClF2 molecule. The level of theory is the ωB97M-V functional and the def2-TZVPD basis.

Positions of all 9 atoms, in Å:
C -1.01584 -0.43218 0.02907
C 0.46940 -0.22553 -0.05982
C 1.00289 0.94451 0.01516
H -1.40309 0.60062 0.16623
H 2.08014 1.12542 -0.01657
H 0.38409 1.85797 -0.01457
F -1.58634 -1.01713 -1.09894
F -1.34079 -1.19014 1.07348
Cl 1.40954 -1.66355 -0.09404

Values from the calculation:
structure (SMILES): C=C(Cl)C(F)F
relative energy (zero: lowest compared OMol25 entry of this formula, charge and spin): 5.9 kcal per mole
E_HOMO: -10.43 eV
2S+1: 1
frontier orbital gap: 11.245 eV

***

(10)
This record from OMol25 describes a single C3H3ClF2 molecule. The level of theory is the ωB97M-V functional and the def2-TZVPD basis.

Positions of all 9 atoms, in Å:
C -0.28682 1.86720 -0.96269
C 0.34054 1.22930 0.02330
C 0.02584 -0.43126 0.49530
F 1.07586 1.79051 0.95250
F -0.78416 -1.09491 -0.37308
Cl -0.09696 3.45402 -1.53003
H -1.04375 1.25487 -1.44197
H -0.57769 -0.24877 1.44306
H 1.05418 -0.85766 0.80151

Values from the calculation:
structure (SMILES): FC/C(F)=C/Cl
relative energy (zero: lowest compared OMol25 entry of this formula, charge and spin): 33.9 kcal per mole
E_HOMO: -9.52 eV
2S+1: 1
frontier orbital gap: 10.421 eV

***

(11)
This record from OMol25 describes a single C3H3ClF2S molecule. The level of theory is the ωB97M-V functional and the def2-TZVPD basis.

Positions of all 10 atoms, in Å:
C -0.62365 0.51143 0.52618
C 0.54342 0.01721 -0.01514
C 0.75794 -0.18157 -1.33958
H -0.31981 -1.23447 1.63178
H -1.11484 0.92224 -0.22892
H -0.39535 1.09298 1.46587
F 1.45316 -0.36046 1.02734
F 1.69409 -0.65352 -2.01718
S -1.66387 -0.77993 1.17880
Cl -0.33109 0.66609 -2.22916

Values from the calculation:
structure (SMILES): F/C(Cl)=C(\F)CS
relative energy (zero: lowest compared OMol25 entry of this formula, charge and spin): 24.1 kcal per mole
E_HOMO: -9.20 eV
2S+1: 1
frontier orbital gap: 9.788 eV

***

(12)
This record from OMol25 describes a single C3H3ClFN molecule. The level of theory is the ωB97M-V functional and the def2-TZVPD basis.

Positions of all 9 atoms, in Å:
C 0.63003 -0.58799 -0.53453
C -0.07121 0.59810 0.06327
C -1.09498 0.40990 1.18904
H 1.16936 -1.23357 0.14612
H 1.40693 -0.20004 -1.21220
H -0.67029 1.14066 -0.65368
N -1.84222 0.10573 1.97722
F 0.95398 1.41749 0.48645
Cl -0.48159 -1.65027 -1.46170

Values from the calculation:
structure (SMILES): N#C[C@@H](F)CCl
relative energy (zero: lowest compared OMol25 entry of this formula, charge and spin): 10.2 kcal per mole
E_HOMO: -11.56 eV
2S+1: 1
frontier orbital gap: 12.263 eV

***

Q: 2S+1 of number 12 (C3H3ClFN)?
A: 1

***

Q: The highest relative energy (zero: lowest compared OMol25 entry of this formula, charge and spin) belongs to which entry?
A: C3H3Cl2NO2

***

Q: Look up the relative energy (zero: lowest compared OMol25 entry of this formula, charge and spin) of the fourth one.
A: 30.0 kcal per mole